C15H22BClF3INO10S2 | ωB97M-V/def2-TZVPD

Geometry as XYZ:
```
56
Properties=species:S:1:pos:R:3
C 0.17 -2.49 -2.47
N -0.01 -2.35 -1.03
C 0.35 -1.05 -0.44
C 1.45 -1.35 0.65
C 2.72 -2.04 0.01
C 3.89 -1.06 -0.23
O 4.42 -0.43 0.59
O 4.36 -0.97 -1.53
C 0.96 -0.03 -1.41
O 1.46 1.14 -0.74
O 1.60 2.09 -1.73
C -1.00 -0.56 0.30
S -0.61 0.77 1.55
C -1.95 -0.05 -0.81
C -1.90 1.51 -1.02
C -3.01 2.21 -0.19
I -4.82 2.27 -1.43
O -1.40 -1.73 1.04
C -2.69 -1.86 1.44
F -3.38 -0.71 1.77
S -2.60 -2.86 3.02
C -3.59 -2.70 0.43
C -5.00 -2.05 0.42
O -5.36 -1.36 -0.43
Cl -6.16 -2.32 1.79
H 1.23 -2.41 -2.80
H -0.18 -3.50 -2.77
H -0.41 -1.78 -3.08
H 0.36 -3.14 -0.51
H 1.08 -2.05 1.42
H 1.84 -0.42 1.10
H 2.49 -2.53 -0.95
H 3.09 -2.84 0.68
H 3.98 -1.69 -2.05
H 1.84 -0.46 -1.93
H 0.30 0.34 -2.22
H 1.00 2.82 -1.50
H -0.15 0.00 2.58
H -1.66 -0.47 -1.79
H -3.02 -0.29 -0.69
H -0.89 1.93 -0.86
H -2.13 1.66 -2.09
H -2.79 3.24 0.12
H -3.29 1.59 0.68
H -3.71 -3.65 3.01
H -3.23 -2.62 -0.60
H -3.68 -3.73 0.80
B 4.28 3.60 1.94
O 3.85 4.96 2.38
C 2.76 5.28 1.70
O 2.15 6.31 1.82
C 2.40 4.14 0.77
O 1.46 4.12 0.02
O 3.28 3.18 0.91
F 4.26 2.71 3.02
F 5.56 3.66 1.38
```

Results
Charge   -1

---

C15H22CuN2OP | ωB97M-V/def2-TZVPD

Geometry as XYZ:
```
42
Properties=species:S:1:pos:R:3
C -0.93 0.00 -1.33
C -2.35 -0.04 -1.35
C -2.83 0.24 -0.10
C -1.80 1.01 0.55
C -0.80 1.15 -0.51
Cu -1.14 -0.77 0.52
P 1.67 -0.05 -1.12
H -0.54 -0.84 -1.99
H -2.85 -0.37 -2.24
H -3.86 0.00 0.23
H 0.06 1.75 -0.23
H -1.91 1.27 1.64
H 2.33 1.00 -0.43
H 1.98 0.32 -2.43
H 2.55 -1.14 -0.89
C 5.02 2.14 4.75
C 4.79 0.71 5.19
N 4.16 -0.17 4.19
C 5.05 -0.89 3.29
C 5.86 -1.94 4.04
C 2.85 0.07 3.82
O 2.39 1.22 3.96
C 2.07 -1.04 3.22
C 2.29 -2.40 3.44
C 1.55 -3.29 2.70
C 0.62 -2.79 1.80
N 0.35 -1.50 1.67
C 1.05 -0.60 2.38
H 5.49 2.18 3.76
H 5.69 2.62 5.48
H 4.06 2.66 4.73
H 5.73 0.20 5.47
H 4.11 0.73 6.06
H 4.44 -1.39 2.51
H 5.73 -0.20 2.76
H 5.20 -2.56 4.65
H 6.39 -2.60 3.35
H 6.59 -1.46 4.70
H 3.06 -2.74 4.12
H 1.72 -4.35 2.74
H 0.06 -3.44 1.16
H 0.82 0.45 2.22
```

Results
2S+1   2
Charge   -1

---

C15H22IrN3O2S | ωB97M-V/def2-TZVPD

Geometry as XYZ:
```
44
Properties=species:S:1:pos:R:3
Ir 1.48 -1.14 0.19
C 0.43 2.91 2.15
C 0.78 2.44 0.74
C 1.36 3.57 -0.12
C 1.71 1.25 0.75
C 2.44 0.87 -0.42
C 3.40 -0.17 -0.41
C 3.67 -0.94 0.74
C 4.75 -1.97 0.81
C 2.77 -0.72 1.85
C 1.84 0.38 1.83
H -0.21 3.79 2.08
H 1.32 3.20 2.71
H -0.13 2.16 2.73
H -0.14 2.09 0.25
H 2.33 3.90 0.25
H 0.68 4.42 -0.06
H 1.45 3.32 -1.18
H 2.28 1.40 -1.34
H 3.94 -0.38 -1.33
H 4.46 -2.91 0.33
H 5.02 -2.18 1.85
H 5.64 -1.61 0.29
H 2.84 -1.36 2.72
H 1.19 0.51 2.69
N -0.47 -0.88 -0.03
C -1.62 -1.02 -0.29
N -2.86 -1.16 -0.52
C -3.36 -1.91 -1.72
C -4.17 -0.92 -2.57
O -5.16 -0.31 -1.80
C -4.64 0.48 -0.76
C -3.91 -0.40 0.24
H -4.00 -2.71 -1.36
H -2.51 -2.32 -2.26
H -4.69 -1.48 -3.35
H -3.50 -0.18 -3.02
H -5.49 0.96 -0.27
H -3.96 1.25 -1.16
H -4.59 -1.14 0.66
H -3.43 0.16 1.04
O -0.04 -4.39 -0.91
S 1.34 -4.16 -1.20
N 1.75 -2.70 -0.81
```

Results
2S+1   2
Charge   +3

---

C15H22IrN7O9 | ωB97M-V/def2-TZVPD

Geometry as XYZ:
```
54
Properties=species:S:1:pos:R:3
Ir -0.48 -1.41 0.72
C -2.10 -2.89 2.96
O -1.66 -2.89 1.56
C -1.29 -4.21 1.03
C 0.20 -4.23 0.85
O 0.56 -3.04 0.04
C 0.84 -3.32 -1.39
H -2.90 -3.62 3.05
H -2.51 -1.90 3.15
H -1.27 -3.11 3.62
H -1.84 -4.33 0.10
H -1.62 -4.98 1.73
H 0.56 -5.12 0.35
H 0.73 -4.09 1.80
H 1.73 -3.94 -1.43
H 0.99 -2.36 -1.88
H -0.02 -3.84 -1.82
C 3.25 -0.30 -3.61
C 3.35 1.20 -3.41
C 2.24 1.95 -4.13
C 3.41 1.58 -1.92
N 2.20 1.11 -1.19
C 1.91 -0.08 -0.70
N 0.67 -0.02 -0.23
N 0.23 1.24 -0.44
N 1.14 1.91 -1.02
H 3.42 -0.55 -4.65
H 2.24 -0.67 -3.36
H 3.99 -0.86 -3.02
H 4.32 1.54 -3.79
H 1.25 1.67 -3.75
H 2.26 1.71 -5.19
H 2.34 3.03 -4.03
H 3.43 2.65 -1.77
H 4.26 1.12 -1.41
H 2.57 -0.93 -0.70
O -3.29 5.57 2.73
N -2.33 4.92 3.03
O -1.44 5.19 3.81
C -2.24 3.56 2.42
C -1.18 2.73 2.84
C -1.09 1.49 2.28
C -2.03 1.01 1.29
O -2.02 -0.15 0.82
C -3.08 1.95 0.91
C -3.19 3.18 1.47
N -4.03 1.59 -0.19
O -5.09 2.13 -0.14
O -3.58 0.87 -1.06
N -0.06 0.61 2.82
O 0.10 -0.63 2.44
O 0.67 1.00 3.65
H -0.50 3.09 3.60
H -3.99 3.86 1.18
```

Results
2S+1   2
Charge   +3

---

C15H22LuN2OP | ωB97M-V/def2-TZVPD

Geometry as XYZ:
```
42
Properties=species:S:1:pos:R:3
C -3.36 -1.80 -3.47
C -2.99 -2.27 -4.70
C -1.78 -2.90 -5.05
C -0.77 -3.43 -4.19
C -0.74 -3.32 -2.84
Lu -1.21 -1.28 -3.29
P -3.18 -0.31 -1.30
H -4.38 -1.47 -3.29
H -3.63 -2.11 -5.58
H -1.66 -3.17 -6.10
H -0.10 -3.88 -2.16
H 0.04 -3.93 -4.74
H -3.34 -0.82 0.01
H -4.59 -0.27 -1.49
H -3.15 1.05 -0.88
C -0.18 1.99 4.91
C 1.20 1.92 4.31
N 1.26 1.56 2.88
C 1.49 2.68 1.92
C 2.92 2.79 1.42
C 0.83 0.32 2.48
O 0.43 -0.52 3.29
C 0.95 -0.04 0.99
C 2.23 -0.32 0.51
C 2.35 -0.77 -0.79
C 1.22 -0.89 -1.60
N -0.02 -0.56 -1.17
C -0.15 -0.26 0.16
H -0.79 2.75 4.41
H -0.10 2.25 5.97
H -0.67 1.01 4.83
H 1.68 2.90 4.39
H 1.81 1.19 4.86
H 0.79 2.55 1.08
H 1.22 3.59 2.47
H 3.13 2.04 0.65
H 3.05 3.78 0.98
H 3.63 2.67 2.23
H 3.10 -0.18 1.16
H 3.32 -1.03 -1.21
H 1.32 -1.35 -2.60
H -1.17 -0.16 0.55
```

Results
Charge   0

---

C15H22N2O4 | ωB97M-V/def2-TZVPD

Geometry as XYZ:
```
43
Properties=species:S:1:pos:R:3
C 0.82 -0.74 0.12
C -0.57 -1.05 0.69
C 1.94 -0.50 1.17
C 3.31 -0.42 0.63
C 4.13 -1.53 0.29
C 3.83 0.75 0.35
C 5.46 -1.50 -0.17
C 5.17 0.90 -0.20
C 6.01 -0.23 -0.41
C -3.00 -0.91 0.25
C -3.88 -1.92 -0.56
C -3.59 0.42 0.44
C -2.78 1.26 1.43
C -3.63 1.15 -0.89
C -4.26 2.55 -0.71
H 0.69 1.10 -0.57
H 1.73 0.15 -1.36
H 1.08 -1.71 -0.38
H 1.76 0.48 1.68
H 1.85 -1.39 1.88
H 3.75 -2.60 0.47
H 3.37 1.71 0.48
H 6.00 -2.45 -0.35
H 5.42 1.89 -0.43
H 7.38 0.73 -1.36
H -1.46 -0.35 -1.09
H -2.99 -1.27 1.26
H -4.59 0.19 0.66
H -1.88 1.64 0.76
H -3.24 2.18 1.80
H -2.51 0.67 2.34
H -2.61 1.19 -1.31
H -4.15 0.49 -1.53
H -3.76 3.16 0.05
H -4.45 3.16 -1.67
H -5.29 2.50 -0.41
H -2.33 -2.51 -1.32
N 0.76 0.20 -0.99
N -1.61 -0.86 -0.20
O -0.68 -1.54 1.76
O 7.19 -0.15 -1.02
O -5.09 -1.88 -0.49
O -3.27 -3.01 -1.10
```

Results
SMILES   CC[C@H](C)[C@H](NC(=O)[C@@H](N)Cc1ccc(O)cc1)C(=O)O
Charge   0

---

no.,DFT total energy (eV),strongest force on any atom (Eh/bohr)
1,-89003.6651,0.068
2,-74862.5184,0.100
3,-38117.8584,0.060
4,-47566.4664,0.016
5,-63843.3159,0.060
6,-27081.3375,0.106